Computed, not measured: a molecular structure, C47H63BBaGeN7O5S2Se, with ωB97M-V/def2-TZVPD.

Element x y z (Å)
C: 1.514529 0.734806 -3.345378
H: -1.483004 0.836825 4.487308
C: 1.611840 1.423897 4.064685
H: 4.464421 -0.290569 2.501324
C: -1.953970 5.011204 -0.460438
H: 2.523410 -2.974792 3.954242
C: 0.606971 -2.096089 4.485475
H: -0.213923 -3.916087 3.669871
C: -1.313592 -0.936473 -4.602472
C: 3.172700 -2.907661 1.097817
H: 3.053250 2.995253 4.215549
H: -7.982841 1.225906 -0.887840
C: -2.777127 0.754182 -6.243909
C: 3.076153 0.034513 -1.529237
C: -4.272330 0.446640 -1.641206
H: 0.847889 -7.264802 -3.696103
C: -0.276919 -2.032370 5.735780
C: -1.123650 -0.968325 -5.976070
C: 1.984173 2.834447 4.372818
O: -2.926565 -4.221661 -1.459364
C: -3.418520 -0.904789 2.856267
C: -6.611105 0.183486 -2.165702
H: 4.230040 3.763106 0.397872
H: 0.381299 -2.813758 2.437769
C: -0.295859 -5.440105 -3.671975
C: -2.240753 -0.064974 -4.032648
C: 0.984101 -0.696813 4.056650
H: 1.277960 0.630464 -4.406735
H: 4.819719 -0.204731 -3.643869
N: 0.380416 3.024515 1.449738
N: 0.348376 -3.824157 -2.017315
H: 3.696048 0.363796 -4.885271
C: 2.068092 -2.988287 0.176506
H: 3.365528 -2.184511 -3.137423
C: 1.901321 -2.846767 4.840383
H: -1.172471 -1.431099 5.554562
C: -1.759495 1.163708 3.487530
H: 3.295366 -2.075148 1.778585
O: -4.221722 -2.134949 -0.252113
N: 1.658349 2.770179 1.098406
H: -6.201225 2.200662 0.523103
H: -1.291669 0.877295 -1.553393
H: -0.400761 -1.653440 -6.401557
C: -6.943099 1.010544 -1.101497
H: 3.687475 2.681307 -0.883125
H: 1.664438 -3.838099 5.236129
S: -1.811766 -0.254077 2.411979
H: -1.155029 -2.482386 3.253067
H: 0.255775 -1.602698 6.587164
H: -0.597026 -3.039041 6.013637
H: 5.108281 -0.876082 -1.291612
O: -1.835724 -2.934255 0.681190
H: -0.556942 6.698893 1.220810
C: 2.100769 3.658985 0.186181
H: -2.003015 4.108578 -1.073354
C: -0.138149 -2.861629 3.391926
C: -5.280606 -0.092112 -2.438472
H: -0.968437 -5.706003 -4.475716
S: 3.618649 -5.112279 -0.095074
C: 1.515420 -5.899375 -2.191581
H: -0.729994 -1.596638 -3.971183
H: 2.219546 -1.678689 -4.395861
O: -1.993827 0.321142 1.023863
C: -2.286755 3.739016 1.666402
H: -2.731655 1.659326 3.473282
H: -1.351633 5.748101 -0.994678
C: 0.705359 -6.294927 -3.233798
Ge: -2.451790 0.009215 -2.096972
C: -2.967524 0.781088 -4.868476
H: -2.293461 2.755851 1.193585
H: 1.067246 5.353430 -0.768486
Ba: -0.167950 -1.136488 -0.060268
H: -3.304487 4.138845 1.692328
C: 4.058892 -3.941276 1.069953
H: 5.588641 0.839869 1.750253
Se: -2.844313 -2.880808 -0.599654
H: 1.450817 3.528063 3.720444
H: -0.836297 5.798087 2.714389
H: -3.529137 -0.899966 3.940121
H: -4.161530 -0.269762 2.372410
C: 4.264840 -0.344162 -0.883023
N: 2.246150 0.616676 -0.672621
C: 1.328689 -4.641630 -1.597288
C: 2.742528 -0.102817 -2.995653
H: -0.985951 1.812176 3.070171
H: 1.674141 1.789309 -3.113114
C: 1.057248 4.527230 -0.075865
H: 4.173439 1.438833 -3.557149
H: 1.745951 3.064921 5.411103
C: 2.199860 -4.153823 -0.529353
C: -4.611644 1.272566 -0.574971
H: -3.835915 1.671896 0.065022
C: 4.096961 0.052800 0.423097
H: -3.697374 1.464473 -4.447591
C: -1.855741 -0.122766 -6.798355
H: 2.472697 -2.298479 5.593463
C: 3.478911 3.629603 -0.384043
N: 1.685669 0.918115 2.816709
H: 3.510430 2.035813 2.134763
H: -2.209799 6.484156 1.825783
C: -5.943925 1.556752 -0.309096
O: -1.985005 -1.713564 -1.685370
H: -1.941802 3.601637 2.694049
H: -3.480865 -1.913476 2.454552
C: 0.005602 4.081541 0.750464
H: -1.707820 -0.146912 -7.870934
C: 5.020381 -0.078707 1.587311
H: 1.673244 -1.991384 -2.736034
B: 2.475108 1.600210 1.668236
N: 2.882320 0.634068 0.531108
C: -1.360440 4.698182 0.917367
C: 3.932687 0.406147 -3.818579
C: -0.431453 -4.229233 -3.017325
C: 1.171585 0.417552 4.898077
H: -1.230570 -3.554484 -3.296109
C: -1.233868 6.001747 1.718110
H: -3.350321 1.415954 -6.881379
C: 2.482694 -1.573741 -3.338419
H: 3.587891 4.434850 -1.110247
H: 5.717832 -0.896814 1.409187
H: -7.388930 -0.253505 -2.779112
H: 2.295629 -6.553521 -1.826202
H: -5.029677 -0.745705 -3.266259
H: 1.000089 0.493614 5.959910
N: 1.312296 -0.390410 2.805569
H: 4.946789 -4.078464 1.671641
H: 0.639231 0.413596 -2.778287
H: -2.965402 5.412898 -0.354821

Forces on the atoms, in the same order (eV/Å):
0.006 -0.013 0.026
-0.016 -0.026 0.021
0.067 0.006 -0.068
0.017 0.005 0.003
-0.031 -0.046 0.006
0.006 0.013 -0.029
0.009 -0.060 0.044
0.011 0.001 -0.018
-0.002 0.005 0.031
-0.107 -0.019 0.040
-0.008 0.008 0.002
0.000 -0.001 0.000
0.010 -0.001 -0.003
-0.001 0.044 -0.007
0.020 0.144 -0.004
0.002 0.003 -0.001
0.008 -0.011 -0.012
0.008 -0.006 0.009
0.028 0.004 0.025
-0.041 -0.006 -0.019
-0.020 -0.003 -0.050
-0.003 0.001 -0.002
0.002 -0.012 0.007
0.128 -0.035 -0.100
0.005 0.016 -0.007
-0.020 0.077 -0.013
0.210 0.041 0.058
0.004 0.010 -0.001
0.006 0.008 0.009
-0.101 -0.197 0.066
-0.142 0.072 0.001
0.006 -0.008 0.001
-0.044 0.090 0.130
-0.003 0.000 0.010
-0.035 -0.024 -0.037
-0.015 -0.004 0.011
-0.131 -0.041 0.025
-0.029 -0.035 0.067
-0.088 -0.035 0.053
0.155 0.008 -0.118
0.002 0.001 0.001
-0.316 -0.070 0.170
0.000 -0.001 -0.002
0.000 -0.003 -0.001
-0.020 0.003 0.003
0.004 -0.012 0.004
-0.628 0.406 0.357
0.273 -0.274 0.084
-0.015 0.004 -0.020
-0.003 -0.003 0.004
-0.001 -0.001 0.001
-0.209 -0.077 -0.098
-0.004 0.008 -0.006
-0.237 0.107 -0.048
-0.016 -0.002 0.003
-0.141 -0.125 0.160
0.016 0.015 0.017
-0.004 0.000 0.003
0.004 0.009 -0.024
0.004 0.002 -0.005
-0.012 0.014 -0.026
0.009 0.001 -0.008
-0.413 0.313 -0.113
0.105 0.122 0.007
0.064 -0.041 0.011
0.022 -0.011 -0.005
-0.002 -0.002 -0.004
-0.486 -0.052 -0.834
-0.006 -0.014 0.002
-0.013 0.041 0.017
-0.001 0.014 0.011
3.781 -0.282 0.636
-0.013 0.029 -0.013
0.028 0.000 0.033
-0.010 0.002 0.000
-0.711 -0.128 -0.178
-0.013 -0.015 0.023
0.006 0.005 -0.001
0.024 -0.035 0.012
-0.010 0.003 0.051
0.035 -0.046 0.019
-0.225 0.008 0.012
0.034 0.013 -0.042
-0.027 -0.022 -0.021
0.075 -0.088 0.048
-0.006 -0.003 0.008
0.082 -0.055 0.064
-0.007 0.008 -0.009
0.003 -0.005 -0.002
0.002 0.008 -0.023
0.030 0.024 0.011
0.002 0.023 -0.027
0.055 0.072 0.033
0.000 -0.001 0.004
-0.009 -0.003 -0.001
-0.010 0.000 -0.015
0.008 -0.027 0.020
0.266 -0.163 0.150
-0.060 0.021 0.026
-0.002 -0.001 0.006
0.003 -0.004 0.011
-0.760 -0.125 -0.090
-0.068 0.146 -0.167
-0.044 -0.003 -0.030
-0.006 0.221 -0.146
0.001 0.000 0.000
0.033 0.013 -0.014
0.017 0.031 -0.026
-0.013 -0.036 0.032
0.014 -0.020 -0.039
-0.102 -0.001 0.008
-0.017 -0.010 -0.018
-0.006 -0.034 0.028
-0.090 0.010 0.002
-0.003 -0.011 -0.005
-0.003 -0.006 -0.022
0.001 -0.001 -0.003
0.006 0.007 0.048
0.015 0.004 0.010
-0.001 -0.001 -0.004
0.000 0.003 0.001
-0.001 -0.001 -0.004
-0.004 0.001 0.004
0.003 -0.002 -0.011
-0.125 0.130 -0.174
-0.005 -0.004 -0.005
-0.025 -0.003 -0.021
0.006 0.009 -0.008

Summary:
Orbital gap, eV: 6.736
Relative energy (zero: lowest compared OMol25 entry of this formula, charge and spin), kcal/mol: 0.0
Electronic energy, Eh: -7913.49851
Net charge: -1

---

Computed, not measured: a molecular structure, C8H16ClCrO4S4, with ωB97M-V/def2-TZVPD.

Element x y z (Å)
O: -2.018244 -0.203589 3.402803
H: 1.995021 -1.316124 -1.101336
C: 2.787460 -1.015095 0.900720
C: -0.655542 -2.054067 -1.135290
C: 2.412117 1.612128 -0.158589
C: -1.415653 1.398097 -1.812386
H: -3.423612 0.606536 -1.876489
H: 2.443422 -2.795383 -0.253005
H: 2.823813 -1.549099 1.852239
Cr: -0.376346 0.149446 1.365750
H: -0.513034 -3.025481 -1.608983
C: -2.135802 -1.843950 -0.837810
H: 2.495645 2.634093 0.213930
C: 1.357467 1.543739 -1.258872
S: 0.278931 -2.027139 0.422727
S: 2.125847 0.616534 1.338830
H: 1.649620 2.214003 -2.067434
H: -0.944155 0.583254 -2.359924
H: -0.256688 -1.285186 -1.794011
S: -2.567064 -0.360484 0.123550
H: -1.656517 2.180086 -2.532045
C: -2.700798 0.942026 -1.132253
C: 1.998168 -1.808335 -0.130590
H: 1.269332 0.538062 -1.668773
H: -2.703791 -1.829233 -1.768613
Cl: -1.129826 0.854425 3.812776
O: -1.621943 1.639968 4.860335
H: 3.817903 -0.893193 0.565326
O: 0.172486 0.300579 4.052512
H: 3.391861 1.338373 -0.551735
S: -0.248596 2.053844 -0.587864
H: -3.162844 1.770712 -0.592228
H: -2.519408 -2.675707 -0.245529
O: -0.969241 1.706160 2.562257

Forces on the atoms, in the same order (eV/Å):
-0.142 -0.169 -0.006
-0.015 0.002 0.002
0.009 -0.019 0.013
-0.017 -0.012 0.018
-0.030 0.017 -0.003
0.002 -0.030 0.008
0.000 -0.011 0.001
-0.010 -0.002 0.000
-0.002 0.008 0.000
-0.060 0.262 -0.122
0.013 -0.002 0.009
-0.001 -0.007 -0.004
-0.001 -0.003 0.001
0.004 -0.017 0.018
-0.024 0.050 0.035
-0.005 -0.012 0.065
-0.007 0.009 0.008
0.014 0.007 -0.003
0.007 0.008 0.010
-0.016 -0.047 0.039
-0.001 0.009 0.010
0.012 0.033 0.017
0.004 -0.002 0.000
-0.016 0.004 -0.007
-0.008 0.019 0.007
0.048 0.051 -0.217
-0.071 0.113 0.129
-0.005 0.018 0.002
0.203 -0.052 0.136
-0.002 -0.011 0.006
0.031 0.015 -0.026
0.000 -0.001 -0.001
-0.003 0.007 0.006
0.089 -0.235 -0.151

Summary:
Orbital gap (alpha / beta), eV: 8.470 / 9.947
Electronic energy, Eh: -3712.35508
Net charge: +1
Multiplicity: 5

---

Computed, not measured: a molecular structure, C36H29N3O2P2RuTe, with ωB97M-V/def2-TZVPD.

Element x y z (Å)
C: 6.181362 0.622271 2.215099
C: -1.754102 -3.427629 -1.699138
C: 1.331281 1.486607 1.948757
C: 3.372247 -0.030722 5.547678
H: 3.300571 2.332589 2.051138
H: -0.769474 0.910363 2.043140
H: 3.667830 1.581323 -3.111006
C: 0.694649 2.006124 -1.855158
H: 5.407512 1.113100 -4.773627
C: 2.583446 3.963026 -1.307810
C: -2.562493 -3.504845 -2.829924
H: 6.403271 0.268325 -1.157326
O: -0.320526 -2.084211 -0.370034
C: 3.973831 -1.772317 -2.650717
C: -0.512907 3.053149 2.020476
C: 3.118439 -0.281601 0.499204
H: 2.459646 4.646259 2.336896
C: 2.900550 2.634750 -1.091854
C: 5.983434 0.078595 0.956466
H: 4.330965 -1.566705 6.694970
H: -0.669293 -4.472255 -0.173915
H: 3.872433 -3.339234 5.035957
H: 3.889091 2.353291 -0.744603
C: 1.951019 1.645556 -1.351194
C: 3.563713 -2.321360 4.840398
H: 0.033730 5.103818 2.246466
C: 7.300465 1.825784 0.034670
C: 1.762761 3.830234 2.195998
C: 2.721071 0.288554 4.367694
H: -0.603183 3.615462 -2.412240
H: -3.571997 -4.829257 -4.159500
H: 5.297650 -3.043429 -3.749985
C: -2.958464 -4.752107 -3.272877
H: -2.896134 -6.868121 -2.941621
H: 2.655466 -2.806547 2.967826
H: 7.768461 2.333310 -0.801293
Ru: 0.065409 -0.165267 0.207133
C: 1.311003 4.323803 -1.743996
C: 0.372174 3.347546 -2.027704
H: 3.332084 4.728085 -1.144991
O: -1.586562 -0.030596 -0.953818
C: 2.236464 2.540014 2.052751
C: 5.490250 -0.988206 -4.339602
H: 1.062201 5.368773 -1.873376
N: -1.369409 -2.150018 -1.189549
C: -0.052013 1.741118 1.940296
C: 4.958421 -2.028979 -3.590065
N: -2.024582 -1.116066 -1.490970
N: 7.491472 2.353202 1.233967
C: 4.036344 0.572688 -3.227368
C: 3.811753 -1.327128 5.776829
H: 2.372621 1.297498 4.209066
C: 3.545999 -0.459841 -2.429012
H: 0.009501 1.245895 -2.209447
H: 3.499932 -2.594327 -2.133689
C: 5.017669 0.304929 -4.169492
C: 6.539051 0.674768 -0.162761
H: 6.254841 -1.190353 -5.077641
P: 2.301051 -0.133874 -1.145687
H: -1.575540 3.255676 2.014846
P: 1.841151 -0.254701 1.783119
H: 7.156721 2.244933 3.257343
H: 3.534904 0.739871 6.289014
H: -1.389833 -6.699492 -0.986127
C: 0.393802 4.087743 2.156577
H: -2.862412 -2.608745 -3.353367
C: 2.912921 -2.016035 3.657665
C: 6.959343 1.776191 2.299614
Te: 4.725579 -1.644606 0.737969
C: -1.311849 -4.567001 -1.036868
C: 2.529502 -0.696637 3.398106
H: 5.763812 0.174633 3.108269
C: -1.724909 -5.805345 -1.492678
C: -2.560650 -5.899714 -2.597152

Forces on the atoms, in the same order (eV/Å):
0.094 0.153 0.112
-0.127 -0.772 -0.244
-0.215 -0.421 0.034
0.044 0.035 0.025
0.016 0.045 -0.014
-0.043 0.066 0.056
0.060 -0.032 -0.094
0.278 -0.029 -0.037
-0.006 -0.015 -0.020
0.106 0.036 0.046
0.120 0.226 0.090
-0.005 -0.020 0.019
-0.040 1.088 0.301
-0.125 0.078 -0.202
-0.250 0.082 -0.087
-0.787 -1.027 -0.039
0.000 0.001 -0.025
-0.015 0.043 0.160
-0.280 -0.415 -0.040
-0.020 -0.009 0.009
-0.011 -0.056 0.013
-0.026 -0.003 -0.004
0.006 0.035 0.042
-0.235 -0.189 -0.049
-0.012 -0.098 -0.038
0.006 -0.002 0.018
-0.224 -0.296 0.055
0.120 -0.057 -0.050
0.020 0.058 -0.095
0.017 0.030 0.004
-0.044 0.009 0.030
-0.014 0.001 -0.011
-0.005 -0.075 -0.003
0.038 -0.010 -0.012
0.146 -0.045 -0.106
-0.003 -0.016 -0.003
-0.444 -1.093 -0.389
-0.045 -0.033 0.027
-0.117 0.031 -0.035
-0.012 -0.008 0.052
0.221 -0.001 0.407
0.047 0.122 -0.168
0.017 0.015 0.006
0.020 -0.006 -0.068
-0.087 0.587 0.049
0.264 -0.276 -0.069
-0.067 -0.057 0.031
-0.046 -0.384 -0.151
0.318 0.542 0.044
0.076 0.029 0.117
-0.006 0.049 -0.049
0.031 0.020 0.040
-0.371 -0.403 -0.097
-0.101 -0.011 0.100
0.097 -0.059 0.151
0.014 0.039 0.002
0.123 0.120 -0.110
0.004 -0.003 0.003
0.859 1.062 0.123
0.004 -0.006 0.002
1.207 1.313 0.135
0.000 -0.019 -0.003
-0.014 -0.011 0.009
-0.029 0.006 0.029
-0.143 -0.040 -0.010
-0.036 0.000 0.006
-0.241 0.039 0.112
-0.204 -0.301 -0.106
0.559 0.555 0.070
0.043 0.314 0.118
-0.537 -0.486 -0.104
-0.001 -0.027 -0.025
-0.034 -0.065 -0.076
0.046 0.052 -0.016

Summary:
Orbital gap (alpha / beta), eV: 5.686 / 4.812
Relative energy (zero: lowest compared OMol25 entry of this formula, charge and spin), kcal/mol: 40.7
Electronic energy, Eh: -2748.80905
Net charge: +2
Multiplicity: 5